*1*
Formula: CH10NO2
Source: OMol25
Level of theory: ωB97M-V/def2-TZVPD

Geometry as XYZ:
```
14
Properties=species:S:1:pos:R:3
C 0.41990 -1.74645 0.10066
N -0.12105 -0.42170 -0.32337
H -0.16833 -2.06174 0.95212
H 0.47265 -2.39849 -0.76757
H 1.46983 -1.65127 0.37593
H 0.26906 0.27950 0.35547
H -1.11974 -0.33855 -0.15978
H 0.05285 -0.01907 -1.24114
H 2.11767 1.90698 0.65512
H 2.28133 0.88422 1.76473
O 1.86332 1.00919 0.92004
H -2.71016 1.32475 -1.59166
H -2.70665 1.58783 -0.14963
O -2.12068 1.64479 -0.89093
```

The value obtained for the HOMO-LUMO gap is 12.71 eV. The value obtained for the HOMO energy is -16.0 eV. Its charge is +1.

Löwdin atomic charge list, values in e, 6 entries: -0.008, 0.107, 0.106, 0.103, 0.094, 0.116

***

*2*
Formula: CH10NO2
Source: OMol25
Level of theory: ωB97M-V/def2-TZVPD

Geometry as XYZ:
```
14
Properties=species:S:1:pos:R:3
C 0.58124 -0.47705 -0.26385
N -0.97153 -0.13791 -0.14983
H 0.82409 0.24257 -1.00749
H 1.08362 -0.15913 0.77491
H 0.58447 -1.56499 -0.47341
H -1.55113 -0.43754 -1.03001
H -1.12410 0.91347 -0.02494
H -1.20757 -0.83830 0.52839
H 1.94761 3.11831 -2.29746
H 1.46051 3.17155 -0.87423
O 1.27974 2.79949 -1.67394
H -1.33100 -2.93542 1.97196
H -0.64852 -1.63105 2.67504
O -0.92743 -2.06402 1.84483
```

The value obtained for the HOMO-LUMO gap is 11.57 eV. The value obtained for the HOMO energy is -15.1 eV. Its charge is +1.

Löwdin atomic charge list, values in e, 6 entries: 0.009, 0.099, 0.045, 0.149, 0.103, 0.208

***

Which of them is the most stable? Correct choice: *1*.